1.
Molecular formula: C9H13NO3
Method: DFT, the ωB97M-V functional and the def2-TZVPD basis

**Energy relative to the best compared isomer or geometry (same formula, charge and spin)**: 520.50 kJ/mol
**E_LUMO**: 0.83 eV
**Highest occupied orbital energy**: -8.56 eV
**Energy**: -631.03622 hartree
**Kohn-Sham gap**: 9.390 eV
**SMILES**: CCOC(=O)C(=C=N)OCC.C#C

ORCA input file:
```
! wB97M-V def2-TZVPD RIJCOSX def2/J DEFGRID3
* xyz 0 1
C -1.080 1.988 -0.228
C -3.270 -0.957 -3.621
C -2.794 -0.792 -2.535
C 0.949 0.804 -0.449
C 3.293 -1.925 -0.017
C -1.232 0.912 2.809
C 2.704 -0.771 -0.878
C -0.911 -0.366 2.065
C -0.418 0.814 -0.015
N -1.638 3.044 -0.244
O 1.464 1.728 -1.048
O 1.418 -0.475 -0.252
O -1.075 -0.136 0.628
H -3.675 -1.205 -4.561
H -2.335 3.360 -0.880
H -2.249 -0.722 -1.639
H 4.346 -2.121 -0.332
H 3.293 -1.432 0.920
H 2.540 -2.687 -0.053
H -1.304 0.815 3.890
H -0.438 1.757 2.533
H -2.085 1.373 2.211
H 2.602 -1.159 -1.897
H 3.353 0.074 -0.901
H -1.548 -1.164 2.259
H 0.092 -0.755 2.233
*
```

Mulliken charges in e: C 0.5764; C -0.2048; C -0.6090; C 0.4157; C -1.0739; C -0.9190; C -0.4041; C -0.2592; C 0.1345; N -0.4405; O -0.6433; O -0.2051; O -0.5028; H 0.4064; H 0.3021; H 0.4020; H 0.3580; H 0.2888; H 0.3014; H 0.4086; H 0.2269; H 0.2067; H 0.3094; H 0.3722; H 0.3536; H 0.1991

2.
Molecular formula: C9H13NSi
Method: DFT, the ωB97M-V functional and the def2-TZVPD basis

**Energy relative to the best compared isomer or geometry (same formula, charge and spin)**: 380.86 kJ/mol
**E_LUMO (spin up / spin down)**: 0.11 / 0.00 eV
**Highest occupied orbital energy (spin up / spin down)**: -8.17 / -6.32 eV
**Energy**: -694.81020 hartree
**Kohn-Sham gap (spin up / spin down)**: 8.278 / 6.315 eV

ORCA input file:
```
! wB97M-V def2-TZVPD RIJCOSX def2/J DEFGRID3
* xyz 0 1
C 0.054 -0.801 -3.770
C -1.005 -0.380 -3.027
C 1.238 -0.920 -3.109
C -0.902 0.074 -1.711
C 1.381 -0.544 -1.750
C 0.283 0.089 -1.002
C -1.060 -1.288 4.104
C -1.512 -1.305 2.873
C -0.237 2.510 0.821
N 1.875 0.381 1.620
Si 0.419 0.725 0.782
H 0.111 -1.163 -4.797
H -2.035 -0.346 -3.397
H 2.189 -1.136 -3.582
H -1.801 0.126 -1.068
H 2.405 -0.406 -1.348
H -1.525 -2.020 4.784
H -0.138 -0.912 4.278
H -2.489 -1.540 2.664
H 0.490 3.293 1.028
H -0.770 2.703 -0.180
H -0.962 2.852 1.622
H 2.168 -0.686 1.596
H 1.825 0.695 2.568
*
```

Mulliken charges in e: C -0.4909; C -0.3242; C -0.3345; C -0.2724; C -0.3797; C 0.3392; C -0.5372; C -0.4409; C -1.0522; N -0.4538; Si 0.0502; H 0.3559; H 0.3157; H 0.3244; H 0.2768; H 0.2795; H 0.2636; H 0.2418; H 0.3068; H 0.3738; H 0.2807; H 0.3733; H 0.2682; H 0.2359

3.
Molecular formula: C9H13O5
Method: DFT, the ωB97M-V functional and the def2-TZVPD basis

**Energy relative to the best compared isomer or geometry (same formula, charge and spin)**: 50.24 kJ/mol
**E_LUMO (spin up / spin down)**: 0.70 / -1.37 eV
**Highest occupied orbital energy (spin up / spin down)**: -7.66 / -9.16 eV
**Energy**: -726.64351 hartree
**Kohn-Sham gap (spin up / spin down)**: 8.359 / 7.793 eV

ORCA input file:
```
! wB97M-V def2-TZVPD RIJCOSX def2/J DEFGRID3
* xyz 0 4
O -0.670 0.852 -3.058
O -1.456 1.191 -3.957
C -0.278 3.050 -0.138
C -0.076 1.571 0.048
C -0.927 0.677 -0.601
C -0.835 -0.761 -0.234
C -1.787 -1.695 -0.998
C 0.636 -1.140 -0.084
O 0.913 -2.485 0.134
C 0.982 -0.364 1.178
C 2.182 -0.821 2.016
O -0.105 -0.812 2.020
O -1.269 -1.036 1.121
C 0.900 1.101 0.911
H 0.478 3.613 0.423
H -0.200 3.332 -1.195
H -1.266 3.375 0.221
H -1.860 1.023 -1.039
H -1.611 -1.679 -2.080
H -1.680 -2.717 -0.611
H -2.817 -1.378 -0.792
H 1.295 -0.820 -0.902
H 0.500 -3.036 -0.554
H 3.137 -0.617 1.518
H 2.158 -0.294 2.975
H 2.091 -1.894 2.210
H 1.566 1.765 1.465
*
```

Mulliken charges in e: O 0.1053; O -0.1495; C -1.4670; C 1.5998; C -1.6442; C 2.0966; C -1.8768; C -0.7195; O -0.5877; C 1.8451; C -1.7873; O -0.3696; O -0.4312; C -1.4405; H 0.3681; H 0.3215; H 0.2977; H 0.4137; H 0.3019; H 0.4965; H 0.4057; H 0.4062; H 0.3604; H 0.3401; H 0.4379; H 0.4009; H 0.2760

| no. | strongest force on any atom (eV/Å) |
| --- | --- |
| 1 | 3.674 |
| 2 | 3.427 |
| 3 | 3.638 |